# 1
This record from the OMol25 dataset describes a cluster of 2 separate species, C10H18O2Si in total. The level of theory is the ωB97M-V functional and the def2-TZVPD basis.

Cartesian coordinates (Å):
C (-2.26, 2.13, 2.63)
C (-0.50, 3.58, -1.95)
C (-2.61, 1.63, 1.47)
C (0.15, 3.03, -0.88)
C (-1.05, -0.03, -1.24)
C (3.16, -0.97, 1.64)
C (-1.02, -3.60, -0.74)
C (1.86, -0.71, 0.93)
C (-1.24, -2.38, -1.64)
C (2.00, 0.51, -0.03)
O (-2.17, 0.15, -1.75)
O (-0.44, -1.24, -1.24)
Si (0.30, 1.23, -0.57)
H (-3.01, 2.32, 3.46)
H (-1.25, 2.16, 3.01)
H (-0.45, 4.56, -2.21)
H (-1.10, 2.85, -2.67)
H (-3.26, 1.44, 0.67)
H (0.53, 3.68, -0.17)
H (3.53, 0.01, 2.03)
H (3.01, -1.77, 2.48)
H (4.06, -1.44, 1.09)
H (-1.21, -3.39, 0.34)
H (-1.68, -4.49, -1.05)
H (-0.07, -3.88, -0.90)
H (1.37, -1.58, 0.44)
H (1.16, -0.33, 1.69)
H (-2.32, -2.24, -1.48)
H (-0.95, -2.56, -2.65)
H (2.64, 0.14, -0.86)
H (2.84, 1.19, 0.16)

## Properties
- LUMO energy (alpha / beta): -0.310 / 0.490 eV
- Relative energy (zero: lowest compared OMol25 entry of this formula, charge and spin): 557.3 kJ/mol

# 2
This record from the OMol25 dataset describes a structure of composition C10H19AgN6O2PS. The level of theory is the ωB97M-V functional and the def2-TZVPD basis.

Cartesian coordinates (Å):
Ag (-0.89, -1.01, -1.09)
C (0.64, -1.90, 3.12)
C (0.37, -1.83, 1.64)
N (-0.80, -1.84, 1.11)
N (-1.86, -2.00, 1.97)
C (-3.04, -1.84, 1.46)
N (-4.10, -2.15, 2.23)
S (-3.49, -1.25, -0.17)
C (1.56, -1.79, 0.72)
C (2.84, -1.82, 1.24)
C (3.93, -1.84, 0.38)
C (3.70, -1.85, -0.99)
C (2.38, -1.81, -1.43)
N (1.34, -1.78, -0.60)
H (-0.29, -1.91, 3.67)
H (1.24, -1.05, 3.43)
H (1.20, -2.80, 3.37)
H (-3.95, -2.65, 3.09)
H (-5.04, -2.01, 1.88)
H (3.00, -1.82, 2.31)
H (4.93, -1.87, 0.77)
H (4.51, -1.89, -1.70)
H (2.15, -1.81, -2.48)
N (-2.22, 1.91, 0.42)
C (-1.98, 2.69, -0.80)
P (-0.65, 1.89, -1.72)
O (0.50, 1.65, -0.73)
O (-1.14, 0.76, -2.58)
C (0.13, 3.19, -2.81)
N (1.58, 3.19, -2.39)
H (-1.36, 1.85, 0.95)
H (-3.06, 0.03, 0.06)
H (-2.92, 2.37, 1.00)
H (-1.70, 3.73, -0.61)
H (-2.88, 2.69, -1.42)
H (-0.28, 4.18, -2.65)
H (0.05, 2.93, -3.86)
H (1.93, 4.13, -2.18)
H (2.18, 2.77, -3.09)
H (1.51, 2.57, -1.50)

## Properties
- LUMO energy: -2.580 eV
- Charge: +1

# 3
This record from the OMol25 dataset describes a structure of composition C10H19ClNO6RuSbSe3Te. The level of theory is the ωB97M-V functional and the def2-TZVPD basis.

Cartesian coordinates (Å):
Ru (-2.01, 2.08, 1.97)
Se (-3.02, 0.31, 3.15)
Se (-3.83, 2.59, 3.57)
Te (-1.81, 3.97, 0.24)
Se (-2.49, 1.56, -0.35)
O (-1.28, -2.90, 2.91)
Cl (-1.44, -2.74, 1.49)
O (-0.79, -3.82, 0.70)
O (-0.63, -1.50, 1.12)
O (-2.80, -2.55, 1.13)
O (0.98, 0.62, 0.80)
C (0.92, 1.20, 1.86)
C (2.05, 1.16, 2.96)
C (1.94, 2.45, 3.69)
C (0.54, 2.92, 3.26)
O (0.00, 3.91, 3.78)
N (-0.04, 2.06, 2.33)
H (3.00, 0.95, 2.49)
H (1.93, 0.28, 3.64)
H (2.57, 3.27, 3.39)
H (1.95, 2.34, 4.77)
C (1.18, 1.37, -3.20)
C (-0.03, 1.27, -2.26)
Sb (-0.21, -0.62, -0.97)
C (-1.86, -1.76, -1.77)
C (-2.03, -1.34, -3.20)
C (1.69, -1.56, -1.74)
C (2.05, -2.83, -0.99)
H (0.95, 2.19, -3.94)
H (1.48, 0.43, -3.74)
H (2.06, 1.55, -2.58)
H (-0.95, 1.16, -2.78)
H (0.04, 2.01, -1.45)
H (-2.66, -1.50, -1.10)
H (-1.60, -2.84, -1.58)
H (-2.45, -0.36, -3.33)
H (-2.59, -2.07, -3.85)
H (-1.07, -1.28, -3.70)
H (2.38, -0.70, -1.59)
H (1.45, -1.71, -2.80)
H (2.94, -3.37, -1.37)
H (1.21, -3.56, -1.09)
H (2.29, -2.61, 0.10)

## Properties
- LUMO energy (alpha / beta): 1.766 / 1.086 eV
- Relative energy (zero: lowest compared OMol25 entry of this formula, charge and spin): 102.0 kJ/mol
- Charge: -1
- Multiplicity: 6

# 4
This record from the OMol25 dataset describes a structure of composition C10H19CuO9PS2. The level of theory is the ωB97M-V functional and the def2-TZVPD basis.

Cartesian coordinates (Å):
C (4.03, -0.63, 1.24)
O (4.05, -1.42, 0.00)
C (3.21, -0.83, -1.05)
C (1.78, -1.66, -1.29)
C (1.06, -1.98, 0.17)
C (-0.54, -2.27, -0.05)
C (-1.43, -1.17, 0.78)
O (-2.50, -1.65, 1.70)
S (-2.85, -0.15, 2.51)
O (-1.94, 0.27, 3.69)
O (-4.28, 0.03, 3.09)
O (-2.81, 0.82, 1.06)
C (-2.05, 0.14, -0.04)
C (-0.95, 1.32, -0.49)
C (-0.20, 2.04, 0.78)
C (1.03, 2.99, 0.17)
O (1.47, 4.07, 0.87)
O (1.66, 2.65, -1.14)
P (-3.37, -0.20, -1.39)
O (-3.73, 1.30, -2.26)
O (-2.92, -1.41, -2.56)
S (-4.98, -0.86, -0.49)
H (5.12, -0.44, 1.70)
H (3.48, -1.29, 2.07)
H (3.41, 0.37, 1.18)
H (3.03, 0.33, -0.96)
H (3.81, -0.98, -2.07)
H (1.97, -2.67, -1.87)
H (1.01, -0.95, -1.86)
H (1.30, -1.05, 0.85)
H (1.58, -2.91, 0.70)
H (-0.75, -3.36, 0.35)
H (-0.76, -2.28, -1.21)
H (-0.72, -0.61, 1.56)
H (-0.22, 0.81, -1.26)
H (-1.57, 2.17, -1.05)
H (-0.92, 2.74, 1.39)
H (0.32, 1.30, 1.53)
H (2.67, 2.74, -1.04)
H (-3.91, 1.06, -3.24)
H (-2.22, -0.96, -3.14)
Cu (-0.38, 4.60, 1.08)

## Properties
- LUMO energy (alpha / beta): -8.067 / -10.804 eV
- Charge: +2
- Multiplicity: 2

# 5
This record from the OMol25 dataset describes a cluster of 2 separate species, C10H19FN2O7S in total. The level of theory is the ωB97M-V functional and the def2-TZVPD basis.

Cartesian coordinates (Å):
C (4.73, -2.12, 0.79)
C (3.54, -1.16, 0.72)
C (2.43, -1.69, -0.17)
C (1.49, -0.60, -0.71)
N (0.96, 0.34, 0.25)
N (-0.24, -0.12, 0.90)
C (-1.31, 0.86, 0.54)
C (-2.68, 0.35, 0.77)
O (-3.47, 0.80, 1.55)
O (-3.04, -0.72, -0.04)
C (-3.75, -1.70, 0.59)
C (-5.11, -1.96, 0.02)
O (-3.29, -2.34, 1.50)
S (0.01, -0.29, 2.51)
O (-1.22, -0.33, 3.22)
O (0.97, -1.32, 2.73)
F (0.73, 1.05, 2.92)
H (5.10, -2.31, -0.23)
H (4.41, -3.07, 1.22)
H (5.56, -1.71, 1.36)
H (3.18, -1.03, 1.75)
H (3.89, -0.17, 0.40)
H (1.85, -2.48, 0.31)
H (2.91, -2.15, -1.05)
H (0.66, -1.05, -1.26)
H (2.04, 0.00, -1.44)
H (1.64, 0.71, 0.89)
H (-1.16, 1.00, -0.59)
H (-1.14, 1.82, 1.01)
H (-5.81, -2.11, 0.83)
H (-5.47, -1.17, -0.62)
H (-5.09, -2.90, -0.55)
O (0.08, 5.17, -2.95)
C (0.23, 3.84, -2.72)
C (-1.07, 3.06, -2.32)
O (-0.91, 1.72, -2.07)
H (0.96, 3.58, -1.89)
H (0.64, 3.25, -3.59)
H (-1.80, 3.29, -3.13)
H (-1.48, 3.65, -1.45)

## Properties
- LUMO energy: 4.525 eV
- Charge: -2

# 6
This record from the OMol25 dataset describes a cluster of 2 separate species, C10H19FNO2S in total. The level of theory is the ωB97M-V functional and the def2-TZVPD basis.

Cartesian coordinates (Å):
C (3.29, -0.71, 2.60)
C (2.24, -1.77, 2.31)
F (2.33, -2.80, 3.21)
N (0.87, -1.25, 2.41)
C (0.27, -1.04, 3.52)
C (-1.09, -0.47, 3.31)
C (-0.93, 0.10, 1.89)
C (-0.02, -0.97, 1.24)
H (4.08, -0.75, 1.85)
H (3.71, -0.88, 3.59)
H (2.86, 0.29, 2.58)
H (2.35, -2.19, 1.31)
H (0.76, -1.25, 4.47)
H (-1.24, 0.32, 4.05)
H (-1.87, -1.23, 3.40)
H (-0.39, 1.04, 1.94)
H (-1.85, 0.25, 1.34)
H (-0.56, -1.88, 1.01)
H (0.58, -0.66, 0.39)
C (-1.47, 1.96, -3.92)
C (-0.01, 1.50, -3.80)
C (0.15, 0.86, -2.41)
S (-1.47, 0.21, -1.98)
O (-1.96, 0.92, -0.82)
O (-1.43, -1.23, -1.95)
C (-2.32, 0.80, -3.44)
H (-1.72, 2.24, -4.94)
H (-1.64, 2.84, -3.29)
H (0.20, 0.75, -4.57)
H (0.69, 2.32, -3.94)
H (0.86, 0.04, -2.40)
H (0.41, 1.60, -1.66)
H (-3.34, 1.07, -3.16)
H (-2.34, -0.02, -4.15)

## Properties
- LUMO energy: -3.993 eV
- Relative energy (zero: lowest compared OMol25 entry of this formula, charge and spin): 0.0 kJ/mol
- Charge: +1

Number 1: maximum force 0.1016 Eh/bohr, total energy -22627.5337 eV. Number 2: maximum force 0.0070 Eh/bohr, total energy -47833.3616 eV. Number 3: maximum force 0.0609 Eh/bohr, total energy -249420.0798 eV. Number 4: maximum force 0.1591 Eh/bohr, total energy -104677.0876 eV. Number 5: maximum force 0.0335 Eh/bohr, total energy -41538.9083 eV. Number 6: maximum force 0.0192 Eh/bohr, total energy -29809.2530 eV.